Entry 1:
A structure of composition C13H12FeN2O2Te4, computed with ωB97M-V with the def2-TZVPD basis set.

Properties
- Energy: -3098.2567 Ha
- LUMO (spin up / spin down): 4.388 / 4.388 eV
- Orbital gap (spin up / spin down): 5.47 / 5.47 eV
- HOMO (spin up / spin down): -1.1 / -1.1 eV
- Energy relative to the best compared isomer or geometry (same formula, charge and spin): 0.0000 eV

```
! RIJCOSX wB97M-V def2-TZVPD def2/J DEFGRID3
* xyz -2 1
Fe -0.0577 -1.2445 1.1545
O -0.2669 0.5200 0.5303
N 0.2520 0.5451 1.7360
N 1.7100 0.3247 1.6088
O 1.8172 -0.9306 0.9796
C 2.3973 1.3460 0.9632
C 2.0998 2.6863 1.2489
C 2.8473 3.7005 0.6816
C 3.9057 3.4170 -0.1797
C 4.1902 2.0891 -0.4688
C 3.4462 1.0580 0.0868
H 1.2720 2.9059 1.9101
H 2.5981 4.7316 0.9089
H 4.4875 4.2175 -0.6211
H 5.0012 1.8478 -1.1482
H 3.6418 0.0208 -0.1432
Te 0.4519 -1.9222 3.6142
Te -1.8049 -2.2240 4.9394
Te -1.9742 -5.0679 1.8402
Te 0.3161 -3.7821 1.5253
C -0.3737 -1.6243 -0.8305
C -1.7497 -1.2383 -1.2283
C -2.8279 -2.1024 -0.9989
C -4.1224 -1.7483 -1.3488
C -4.3841 -0.5180 -1.9398
C -3.3264 0.3557 -2.1650
C -2.0332 0.0024 -1.8117
H 0.3868 -0.9913 -1.2847
H -0.1972 -2.6634 -1.1079
H -2.6436 -3.0588 -0.5182
H -4.9332 -2.4392 -1.1454
H -5.3964 -0.2386 -2.2091
H -3.5123 1.3273 -2.6111
H -1.2175 0.6984 -1.9673
*
```

Entry 2:
An isolated molecule of C3H9NO2Si at a distorted geometry, computed with ωB97M-V with the def2-TZVPD basis set.

Properties
- Energy: -614.3525 Ha
- LUMO: 0.530 eV
- Orbital gap: 10.70 eV
- HOMO: -10.2 eV
- Energy relative to the best compared isomer or geometry (same formula, charge and spin): 5.2883 eV
- SMILES: C[Si](C)(C)[N+](=O)[O-]

```
! RIJCOSX wB97M-V def2-TZVPD def2/J DEFGRID3
* xyz 0 1
C -1.1191 -0.9350 -0.9655
C 0.8560 -0.9156 1.8827
C 0.9914 1.6351 -0.1990
N 1.8368 -1.0123 -0.8975
O 2.9365 -0.4949 -0.8008
O 1.6090 -1.9852 -1.5867
Si 0.4084 -0.1640 -0.0668
H -1.0958 -2.0445 -0.9182
H -2.1131 -0.5527 -0.5848
H -0.9752 -0.6854 -2.0258
H 1.2977 -1.8905 1.6838
H 1.4232 -0.2177 2.4091
H -0.1911 -1.0293 2.4007
H 2.0695 1.6305 -0.3392
H 0.5205 2.2072 -0.9925
H 0.7755 1.9811 0.7743
*
```

Entry 3:
A structure of composition C15H24MgN6O6 at a distorted geometry, computed with ωB97M-V with the def2-TZVPD basis set.

Properties
- Energy: -1565.8564 Ha
- LUMO: -0.841 eV
- Orbital gap: 5.63 eV
- HOMO: -6.5 eV
- Energy relative to the best compared isomer or geometry (same formula, charge and spin): 0.0000 eV

```
! RIJCOSX wB97M-V def2-TZVPD def2/J DEFGRID3
* xyz 0 1
O 3.3105 -0.7525 -1.4559
H 4.0571 -0.9018 -2.0639
Mg 1.5678 -0.1781 -0.7325
N 1.1716 -0.3000 1.3712
N 1.2282 -2.1924 -0.3199
N 0.3351 1.5371 -0.8166
N 0.6355 -0.2657 -2.5390
O 0.8067 0.7088 2.1190
O -0.1264 2.2362 0.2670
O 0.6125 -1.4160 -3.2920
O 1.1631 -3.0617 -1.2720
C 1.2188 -2.6066 0.9606
C 1.0981 -1.5375 1.9114
C -0.2684 1.7966 -1.9783
C -0.0277 0.7849 -2.9990
C 0.7824 -1.7356 3.3508
H -0.3036 -1.7069 3.5198
H 1.2434 -0.9344 3.9373
H 1.1547 -2.7026 3.7005
C 1.2731 -4.0524 1.2902
H 2.2297 -4.4781 0.9590
H 0.4658 -4.5901 0.7792
H 1.1817 -4.2023 2.3671
C -1.2379 2.9071 -2.1974
C -0.5879 0.9090 -4.3769
H -1.3288 3.5023 -1.2859
H -2.2235 2.5027 -2.4642
H -0.9075 3.5477 -3.0246
H -0.1866 0.1162 -5.0142
H -0.3222 1.8868 -4.7985
H -1.6837 0.8386 -4.3551
H 0.2419 1.6776 1.0627
H 0.8384 -2.1309 -2.5908
C 3.4578 0.6608 -0.7164
H 3.3219 0.5261 0.3714
H 2.7829 1.4335 -1.1474
H 4.4916 0.9812 -0.8994
O 2.6028 3.2251 2.7822
H 2.6806 3.6447 1.9097
H 2.0092 2.4528 2.6293
N -5.5803 1.7276 3.2662
C -4.7892 1.1936 2.5856
C -3.8098 0.5400 1.7477
C -3.6218 0.9413 0.4222
C -2.6310 0.2908 -0.3337
N -1.8300 -0.6370 0.1711
C -2.0832 -1.0963 1.3893
C -3.0372 -0.5135 2.2430
H -4.2128 1.7368 -0.0343
H -2.4992 0.5416 -1.3893
H -1.5123 -1.9661 1.7227
H -3.1519 -0.8893 3.2610
*
```